{
  "formula": "C5H10O",
  "method": "ωB97M-V/def2-TZVPD",
  "largest_force_ha_per_bohr": 0.0120,
  "lumo_ev": 1.087,
  "e_homo_ev": -7.9,
  "total_energy_ha": -271.64472,
  "symbols": ["C", "C", "C", "O", "C", "C", "H", "H", "H", "H", "H", "H", "H", "H", "H", "H"],
  "coordinates": [[1.8566, -0.0349, 0.5140], [2.3688, 0.2417, -0.8803], [-0.2167, 0.1342, -0.5160], [0.3960, -0.1077, 0.6110], [-1.7101, 0.0676, -0.4151], [-2.5014, -0.2918, 0.8403], [3.4616, 0.2554, -0.8231], [2.1758, 0.7492, 1.2085], [2.2377, -0.9917, 0.8850], [2.0463, -0.5269, -1.5864], [2.0029, 1.1975, -1.2608], [-1.9707, -0.5995, -1.2507], [-2.0018, 1.0582, -0.7984], [-2.2944, 0.4012, 1.6608], [-3.5770, -0.2475, 0.6265], [-2.2739, -1.3051, 1.1846]],
  "atomic_forces_ev_per_a": [[0.217, -0.019, 0.075], [0.122, 0.012, -0.039], [-0.217, -0.065, 0.263], [-0.239, 0.115, -0.560], [0.004, 0.012, -0.066], [0.099, -0.025, 0.123], [-0.035, 0.011, -0.026], [-0.189, -0.126, -0.042], [-0.201, 0.116, 0.006], [0.116, 0.112, 0.119], [0.142, -0.146, 0.067], [-0.037, 0.090, 0.083], [-0.040, -0.116, 0.031], [0.008, -0.105, -0.073], [0.231, -0.003, 0.050], [0.018, 0.137, -0.011]],
  "mulliken_charge": [-0.21, -1.03, -0.46, -0.16, -0.06, -1.08, 0.38, 0.26, 0.26, 0.32, 0.32, 0.27, 0.26, 0.28, 0.36, 0.28]
}

=====

{
  "formula": "C24H25KN5S",
  "method": "ωB97M-V/def2-TZVPD",
  "total_charge": 1,
  "largest_force_ha_per_bohr": 0.0023,
  "lumo_ev": -2.284,
  "e_homo_ev": -10.5,
  "total_energy_ha": -2201.34851,
  "symbols": ["K", "C", "C", "C", "C", "C", "C", "C", "N", "N", "C", "C", "C", "C", "C", "C", "N", "C", "C", "C", "C", "C", "C", "N", "H", "H", "H", "H", "H", "H", "H", "H", "H", "H", "H", "H", "H", "H", "H", "H", "H", "H", "H", "H", "S", "C", "N", "C", "C", "C", "C", "H", "H", "H", "H", "H"],
  "coordinates": [[0.1510, -0.6148, -1.5584], [-1.5676, 2.7788, -1.5218], [-2.0003, 2.0079, -2.7809], [-2.9894, 0.9189, -2.4562], [-4.3464, 1.2133, -2.3455], [-5.2325, 0.2076, -2.0053], [-4.7411, -1.0697, -1.7791], [-3.3802, -1.2746, -1.9038], [-2.5168, -0.3086, -2.2318], [-0.3980, 2.1839, -0.8515], [0.8046, 2.9369, -1.2431], [2.1313, 2.2262, -1.0739], [3.1135, 2.7469, -0.2424], [4.3464, 2.1195, -0.1743], [4.5639, 0.9934, -0.9492], [3.5285, 0.5442, -1.7524], [2.3362, 1.1365, -1.8199], [-0.6120, 2.1822, 0.5986], [0.4952, 1.5289, 1.3903], [1.0761, 2.1858, 2.4648], [2.0897, 1.5576, 3.1739], [2.4945, 0.2946, 2.7783], [1.8446, -0.2945, 1.7033], [0.8617, 0.2949, 1.0281], [-2.4071, 2.7992, -0.8247], [-1.3604, 3.8242, -1.7741], [-1.1239, 1.5781, -3.2712], [-2.4567, 2.7047, -3.4857], [-4.6972, 2.2191, -2.5376], [-6.2916, 0.4137, -1.9236], [-5.3958, -1.8891, -1.5187], [-2.9539, -2.2587, -1.7387], [0.8425, 3.9022, -0.7165], [0.7097, 3.1583, -2.3080], [2.9104, 3.6338, 0.3431], [5.1258, 2.5090, 0.4677], [5.5126, 0.4757, -0.9407], [3.6620, -0.3325, -2.3772], [-1.5363, 1.6297, 0.7874], [-0.7597, 3.2040, 0.9795], [0.7427, 3.1796, 2.7339], [2.5599, 2.0517, 4.0140], [3.2894, -0.2305, 3.2890], [2.1221, -1.2899, 1.3689], [0.5713, -3.7409, -0.8684], [0.2155, -4.2752, 0.6866], [0.3317, -5.6053, 0.9684], [0.0835, -6.1743, 2.1738], [-0.3172, -5.4087, 3.2198], [-0.4639, -4.0220, 2.9998], [-0.2078, -3.4707, 1.7779], [0.6314, -6.1846, 0.1949], [0.2235, -7.2435, 2.2314], [-0.5155, -5.8571, 4.1804], [-0.7825, -3.3857, 3.8157], [-0.3176, -2.4098, 1.6051]],
  "atomic_forces_ev_per_a": [[0.046, -0.078, -0.019], [-0.089, -0.034, -0.071], [0.017, 0.065, 0.033], [-0.017, 0.004, 0.022], [-0.005, -0.022, -0.042], [0.010, 0.008, 0.003], [-0.015, 0.003, -0.005], [0.014, 0.002, -0.008], [0.034, -0.033, 0.015], [0.084, 0.009, 0.063], [0.002, -0.087, -0.020], [-0.013, 0.048, -0.006], [-0.013, 0.013, -0.003], [0.010, -0.012, -0.003], [0.012, 0.005, 0.008], [-0.072, -0.023, 0.003], [-0.023, 0.010, 0.028], [0.052, -0.012, 0.002], [0.002, -0.020, 0.009], [0.040, -0.013, 0.038], [-0.031, 0.003, -0.038], [-0.007, 0.009, 0.002], [0.026, -0.012, 0.014], [-0.065, 0.016, -0.041], [0.006, -0.003, 0.004], [-0.009, 0.006, -0.008], [-0.007, 0.047, -0.009], [-0.014, -0.007, 0.004], [0.000, 0.000, -0.005], [0.000, 0.002, 0.000], [0.002, -0.001, 0.001], [0.003, 0.002, 0.002], [-0.003, 0.004, 0.006], [0.002, -0.006, 0.001], [-0.002, 0.002, -0.004], [0.001, -0.001, -0.001], [-0.005, -0.007, -0.003], [0.011, 0.000, 0.001], [-0.001, 0.008, 0.015], [0.009, 0.007, 0.003], [0.007, 0.002, 0.004], [0.000, 0.001, 0.001], [-0.002, -0.003, 0.001], [0.008, 0.002, 0.001], [0.006, 0.040, 0.007], [-0.019, 0.043, -0.032], [0.014, 0.003, 0.002], [-0.014, 0.005, 0.027], [0.003, -0.015, -0.025], [0.011, 0.033, 0.014], [0.000, -0.018, 0.017], [-0.001, -0.001, 0.000], [0.006, 0.000, -0.008], [-0.002, -0.001, -0.001], [-0.007, 0.000, -0.004], [-0.005, 0.003, 0.001]],
  "mulliken_charge": [0.89, -1.41, -0.70, 0.50, -0.63, -0.37, -0.66, -0.25, -0.17, 0.76, -1.04, 0.52, -0.63, -0.53, -0.47, -0.31, -0.50, -1.01, 0.45, -0.99, -0.44, -0.86, -0.30, 0.15, 0.71, 0.53, 0.30, 0.39, 0.39, 0.42, 0.38, 0.43, 0.32, 0.61, 0.40, 0.45, 0.43, 0.43, 0.54, 0.32, 0.46, 0.43, 0.46, 0.53, -0.50, 0.35, -0.07, -0.25, -0.60, -0.28, -0.45, 0.23, 0.39, 0.40, 0.41, 0.44]
}

=====

Q: Which formula does entry 2 have?
A: C24H25KN5S

=====

Q: What is the formula in the second record?
A: C24H25KN5S